Entry from the OMol25 dataset: a structure of composition C13H24Cl3CsFKMgN3O9P at a distorted geometry (ωB97M-V/def2-TZVPD).

Positions of all 57 atoms, in Å:
C (2.97030, -1.01810, 3.27980)
C (2.12200, -2.11430, 2.57949)
C (1.78427, -1.83971, 1.09683)
C (2.62232, -0.71383, 0.48775)
C (0.22454, -1.77090, 0.80492)
C (0.11405, -2.08677, -0.65130)
N (0.04311, -2.28158, -1.79857)
C (-0.54064, -2.95259, 1.50587)
O (-1.26518, -2.57056, 2.70204)
N (-0.90231, -3.54838, 3.64120)
O (-1.80588, -4.26481, 3.88369)
C (-0.43851, -0.32412, 0.90269)
C (-1.96105, -0.35242, 0.59547)
N (-3.08908, -0.59127, 0.37596)
P (-0.13351, 0.64669, 2.46253)
O (0.09946, -0.10869, 3.70089)
O (0.98073, 1.74931, 2.29621)
O (-1.52977, 1.55492, 2.71796)
H (2.74534, -1.08931, 4.34626)
H (2.71714, -0.00452, 2.99239)
H (4.02794, -1.24463, 3.18888)
H (1.26147, -2.29764, 3.21419)
H (2.71546, -3.01977, 2.62277)
H (2.09401, -2.72266, 0.55274)
H (2.60079, -0.86707, -0.59087)
H (2.23588, 0.27850, 0.64348)
H (3.66559, -0.79289, 0.77745)
H (0.18025, -3.89175, 1.68094)
H (-1.28661, -3.31038, 0.79667)
H (-0.01828, 0.37139, -0.01066)
H (0.83360, 2.25916, 1.48228)
H (-1.46926, 2.24399, 2.04137)
K (-3.27114, -0.24642, 2.88230)
Cl (-2.35674, 0.03266, -1.76229)
Cl (1.55235, -5.05274, 1.32295)
O (-1.18227, 2.89110, -3.00375)
C (-1.07652, 2.59659, -4.14964)
O (-0.53977, 3.42152, -5.08904)
C (-0.64569, 2.82784, -6.39107)
C (-0.79033, 1.33572, -6.13992)
C (-1.53605, 1.29486, -4.81078)
H (-1.51902, 3.24405, -6.89529)
H (0.24285, 3.06882, -6.97015)
H (-1.29602, 0.80866, -6.94535)
H (0.22033, 0.87954, -6.01727)
H (-2.61573, 1.32492, -4.94510)
H (-1.25517, 0.41310, -4.20315)
O (1.26579, 4.42159, 0.43706)
H (1.18639, 3.76347, -0.28962)
H (0.43039, 4.90799, 0.57307)
H (2.16071, 5.07058, 0.20713)
O (-6.72155, -1.32988, 4.08993)
H (-7.06834, -2.20182, 4.30696)
Mg (0.90776, 0.05191, -4.24571)
Cl (3.26288, 4.25146, -0.78572)
F (0.93585, 1.10244, -0.74541)
Cs (-1.88915, -2.20330, 5.24854)

Results
- HOMO-LUMO gap: 1.60 eV
- Charge: 0
- Lowest unoccupied orbital energy: -5.04 eV

***

Entry from the OMol25 dataset: an isolated molecule of C5H8OS at a distorted geometry (ωB97M-V/def2-TZVPD).

Positions of all 15 atoms, in Å:
C (-0.90343, 0.55967, 0.88297)
C (-2.00533, -0.00735, 1.34321)
C (1.55260, 0.26710, 0.68458)
C (0.16452, -0.27532, 0.18475)
C (0.04482, -0.06668, -1.33016)
O (-4.46556, -0.21088, 2.18218)
S (-3.47350, 0.86310, 1.83628)
H (-0.69536, 1.65003, 0.90518)
H (-2.16417, -1.13520, 1.38277)
H (1.65948, 1.22181, 0.82707)
H (2.28286, -0.48692, 1.11030)
H (0.17900, -1.26065, 0.49378)
H (-1.08662, 0.10383, -1.57860)
H (0.43990, -0.94929, -1.89863)
H (0.62665, 0.84003, -1.69577)

Results
- HOMO-LUMO gap (spin up / spin down): 7.58 / 8.30 eV
- Charge: 0
- ΔE to the lowest compared entry with this formula, charge and spin: 410.7 kJ/mol
- Lowest unoccupied orbital energy (spin up / spin down): -1.01 / -0.09 eV

***

Entry from the OMol25 dataset: a cluster of 10 separate species, C30H60O10 in total at a distorted geometry (ωB97M-V/def2-TZVPD).

Positions of all 100 atoms, in Å:
C (19.25757, 10.57816, 11.76562)
C (19.27025, 11.58308, 12.86327)
O (18.97395, 12.72492, 12.56182)
C (19.53816, 11.13849, 14.27293)
H (18.23305, 10.24177, 11.73945)
H (19.88226, 9.68248, 12.03187)
H (19.60744, 11.03036, 10.84113)
H (18.94997, 11.64754, 15.05052)
H (20.62238, 11.25055, 14.54342)
H (19.32126, 10.05417, 14.34977)
C (11.30337, 12.28148, 17.68577)
C (9.83942, 12.53628, 17.63418)
O (9.01579, 11.61041, 17.54113)
C (9.35014, 13.94700, 17.64325)
H (11.54156, 11.19101, 17.77675)
H (11.86051, 12.97328, 18.43431)
H (11.66615, 12.59757, 16.64860)
H (10.07947, 14.56216, 17.17234)
H (9.21113, 14.31809, 18.66627)
H (8.44148, 14.01011, 17.07447)
C (9.77530, 12.70073, 13.65764)
C (9.29309, 12.40613, 12.27122)
O (10.08938, 12.14307, 11.39358)
C (7.82061, 12.61252, 11.85706)
H (9.51305, 13.72298, 13.79953)
H (10.86370, 12.51454, 13.73836)
H (9.23306, 12.16480, 14.48200)
H (7.27682, 11.78340, 12.29709)
H (7.68548, 12.70488, 10.77638)
H (7.49429, 13.56029, 12.37586)
C (16.08025, 15.57482, 12.25969)
C (15.79370, 15.18001, 10.80201)
O (14.89094, 15.74224, 10.17708)
C (16.72525, 14.19499, 10.11319)
H (15.16313, 15.82251, 12.76424)
H (16.70306, 16.54448, 12.10175)
H (16.64566, 14.82837, 12.83714)
H (16.32111, 13.96488, 9.10691)
H (16.83138, 13.29351, 10.71751)
H (17.74255, 14.61286, 10.02587)
C (7.11304, 9.98776, 15.32038)
C (8.45649, 9.42136, 15.35050)
O (9.33285, 9.86950, 14.60415)
C (8.80447, 8.40726, 16.52017)
H (6.34102, 9.41067, 15.79012)
H (6.77256, 10.06647, 14.26856)
H (7.01245, 10.98121, 15.67832)
H (8.76178, 8.92234, 17.47740)
H (9.80454, 8.07938, 16.33164)
H (8.02266, 7.59295, 16.46782)
C (13.73156, 12.67222, 13.10977)
C (14.05679, 12.73841, 14.62365)
O (13.68305, 13.71923, 15.22743)
C (14.86010, 11.74191, 15.31789)
H (14.20991, 13.52043, 12.63280)
H (12.63021, 12.85479, 13.02629)
H (13.90692, 11.68780, 12.72593)
H (14.28770, 10.81503, 15.26582)
H (14.88155, 12.04436, 16.35012)
H (15.88859, 11.64746, 14.95581)
C (9.28076, 15.42788, 10.12082)
C (9.85124, 15.46104, 11.55699)
O (9.18411, 15.67140, 12.53321)
C (11.27657, 15.16933, 11.57510)
H (9.82982, 16.09487, 9.52805)
H (8.26646, 15.79871, 10.10228)
H (9.31177, 14.43076, 9.58626)
H (11.34566, 14.06839, 11.48747)
H (11.57988, 15.58494, 12.52942)
H (11.67642, 15.64211, 10.75201)
C (13.17794, 14.74271, 7.54338)
C (13.04641, 13.32867, 8.02121)
O (13.99248, 12.65745, 8.27891)
C (11.63371, 12.68612, 8.17770)
H (12.31293, 14.94161, 6.89140)
H (14.12456, 14.95948, 6.97551)
H (13.15532, 15.37163, 8.47736)
H (11.70020, 11.67339, 7.88483)
H (10.91569, 13.09872, 7.46530)
H (11.35225, 12.75310, 9.21778)
C (15.71639, 15.44248, 17.06756)
C (14.35553, 15.18193, 17.66907)
O (14.14278, 14.13541, 18.20538)
C (13.17477, 16.08390, 17.33774)
H (15.92717, 16.54021, 17.06942)
H (15.61070, 15.23067, 15.97820)
H (16.47788, 14.87974, 17.60889)
H (13.36267, 17.14021, 17.47133)
H (12.26692, 15.58651, 17.75096)
H (13.06920, 15.92667, 16.26392)
C (12.10862, 9.69571, 11.92060)
C (13.08460, 9.20739, 12.93579)
O (14.26518, 9.43267, 12.95611)
C (12.38103, 8.21832, 13.91829)
H (12.51325, 10.33263, 11.18860)
H (11.26594, 10.13636, 12.42750)
H (11.71918, 8.85455, 11.34229)
H (11.34077, 8.49783, 14.21287)
H (13.03240, 8.12695, 14.82236)
H (12.37351, 7.25234, 13.33860)

Results
- HOMO-LUMO gap: 9.79 eV
- Charge: 0
- ΔE to the lowest compared entry with this formula, charge and spin: 205.7 kJ/mol
- Lowest unoccupied orbital energy: 0.65 eV
- Structure (SMILES): CC(C)=O.CC(C)=O.CC(C)=O.CC(C)=O.CC(C)=O.CC(C)=O.CC(C)=O.CC(C)=O.CC(C)=O.CC(C)=O

***

Entry from the OMol25 dataset: a structure of composition C40H86AsF6N2O14S7 at a distorted geometry (ωB97M-V/def2-TZVPD).

Positions of all 156 atoms, in Å:
As (0.12359, -0.55324, 0.26315)
F (-1.06373, -1.92856, 0.31366)
F (1.04068, -1.18445, 1.62372)
F (1.28846, 0.87208, 0.13035)
F (-0.89544, 0.07910, -1.08795)
F (-0.88450, 0.40527, 1.40760)
F (1.21481, -1.55577, -0.77049)
C (0.06112, -0.47980, -6.03023)
C (-0.43223, -1.89504, -5.54004)
N (0.55473, -2.90629, -5.33405)
C (-0.03304, -4.19890, -4.86262)
C (-0.16435, -5.17932, -6.09713)
C (1.61292, -2.28541, -4.43132)
C (2.71424, -3.16373, -4.14043)
H (0.38095, 0.09798, -5.16307)
H (-0.81818, 0.05434, -6.39028)
H (0.74092, -0.57801, -6.87659)
H (-0.94848, -1.81114, -4.58371)
H (-1.16023, -2.34812, -6.21298)
H (0.46011, -4.58732, -3.97153)
H (-1.01284, -4.10698, -4.39398)
H (0.58196, -5.09518, -6.88709)
H (-0.50621, -6.19862, -5.91749)
H (-0.90306, -4.68129, -6.72511)
H (1.18050, -1.84497, -3.53292)
H (1.99346, -1.40599, -4.95086)
H (3.03725, -3.65726, -5.05705)
H (2.52925, -3.86888, -3.33009)
H (3.49424, -2.60746, -3.62056)
C (0.62810, 1.93051, 6.89123)
C (0.00254, 3.08585, 6.04347)
N (-1.52431, 3.01932, 5.96466)
C (-2.11405, 1.74236, 5.46985)
C (-1.21461, 1.19910, 4.25154)
C (-2.06516, 4.18505, 5.26714)
C (-3.52957, 4.52800, 5.48723)
H (0.63595, 0.92338, 6.47440)
H (0.09158, 1.79405, 7.83018)
H (1.60302, 2.38834, 7.05864)
H (0.18061, 4.06381, 6.49065)
H (0.46870, 3.00942, 5.06116)
H (-1.96834, 0.85171, 6.08108)
H (-3.17085, 1.67899, 5.21051)
H (-0.96682, 1.89400, 3.44916)
H (-0.29332, 0.68062, 4.51705)
H (-1.89620, 0.58631, 3.66159)
H (-1.84079, 4.04268, 4.21003)
H (-1.57778, 5.13791, 5.47352)
H (-3.70329, 4.68147, 6.55229)
H (-4.15433, 3.77831, 5.00170)
H (-3.85220, 5.45027, 5.00409)
C (-4.38329, 2.88654, -4.67550)
C (-3.16251, 2.63683, -3.81525)
C (-2.57626, 1.15336, -3.86821)
S (-3.97374, 0.32492, -4.76273)
O (-4.42063, -0.94938, -4.16444)
O (-3.65512, 0.35478, -6.22439)
C (-5.24361, 1.73297, -4.41069)
H (-4.18310, 3.00715, -5.74015)
H (-4.74363, 3.85977, -4.34221)
H (-3.30442, 2.88383, -2.76313)
H (-2.42675, 3.35811, -4.17097)
H (-2.59889, 0.48834, -3.00489)
H (-1.71274, 1.12981, -4.53296)
H (-5.43954, 1.61430, -3.34503)
H (-6.10078, 1.52811, -5.05210)
C (-3.89903, -4.65781, -2.34319)
C (-2.73761, -4.13364, -1.42146)
C (-2.83410, -4.57608, -0.00105)
S (-3.30563, -6.38973, -0.36990)
O (-4.24515, -6.68413, 0.69757)
O (-2.02193, -7.11907, -0.48556)
C (-4.17213, -6.10426, -1.92077)
H (-3.69225, -4.58072, -3.41061)
H (-4.77006, -4.12289, -1.96469)
H (-2.73848, -3.05829, -1.24335)
H (-1.75927, -4.35879, -1.84604)
H (-3.75168, -4.20542, 0.45584)
H (-2.04118, -4.53355, 0.74565)
H (-5.19910, -6.33851, -1.64049)
H (-3.96810, -6.98499, -2.52969)
C (-5.21272, 1.94570, 2.65614)
C (-4.43292, 1.31319, 1.48077)
C (-3.24270, 2.22270, 1.24522)
S (-4.02073, 3.88589, 1.15729)
O (-4.61594, 3.92622, -0.16579)
O (-3.09558, 4.93467, 1.59283)
C (-5.39906, 3.39720, 2.39398)
H (-4.60698, 1.70527, 3.52986)
H (-6.14485, 1.46850, 2.95867)
H (-5.00408, 1.30825, 0.55242)
H (-4.05719, 0.33626, 1.78497)
H (-2.73558, 2.04235, 0.29737)
H (-2.55643, 2.48821, 2.04937)
H (-6.36418, 3.55828, 1.91369)
H (-5.25809, 3.89577, 3.35298)
C (5.06685, -1.10493, 2.60753)
C (4.59373, 0.10593, 1.81751)
C (5.33165, 1.29631, 2.38695)
S (7.05060, 0.72827, 2.51572)
O (7.70593, 1.28930, 3.69831)
O (7.70871, 0.84434, 1.19814)
C (6.56197, -1.07104, 2.72185)
H (4.70453, -2.04878, 2.20009)
H (4.45372, -1.21903, 3.50149)
H (3.51515, 0.25879, 1.85481)
H (4.86383, 0.11751, 0.76156)
H (5.04840, 1.37894, 3.43626)
H (5.12178, 2.24823, 1.89921)
H (6.96648, -1.27878, 3.71247)
H (7.01259, -1.61333, 1.89062)
C (0.93469, -4.39385, 1.53598)
C (2.25199, -4.48666, 0.89627)
C (3.08186, -5.49078, 1.67368)
S (1.75017, -6.69920, 2.42107)
O (1.70110, -6.62046, 3.91039)
O (1.62704, -7.98325, 1.71329)
C (0.30191, -5.74052, 1.78788)
H (0.26539, -3.80477, 0.90899)
H (0.93653, -3.82505, 2.46580)
H (2.73426, -3.51015, 0.94032)
H (2.17686, -4.64356, -0.17976)
H (3.49105, -5.09863, 2.60474)
H (3.84534, -6.01105, 1.09530)
H (-0.29982, -5.88572, 2.68507)
H (-0.03525, -6.26511, 0.89389)
C (0.39238, 4.01135, 1.79572)
C (0.44711, 5.38136, 2.53371)
C (1.15235, 6.30675, 1.61194)
S (2.64195, 5.30948, 1.08890)
O (3.68181, 5.25531, 2.16616)
O (3.09854, 5.59910, -0.29397)
C (1.65154, 3.77905, 1.04288)
H (-0.43923, 4.07670, 1.09413)
H (0.20171, 3.16327, 2.45337)
H (1.15320, 5.29235, 3.35932)
H (-0.42443, 5.80133, 3.03585)
H (1.49024, 7.31263, 1.86122)
H (0.42047, 6.33590, 0.80472)
H (2.29562, 2.92626, 1.25737)
H (1.46056, 3.75659, -0.03002)
C (4.65229, 0.54864, -3.03967)
C (3.10841, 0.79471, -3.00822)
C (2.91344, 2.25213, -2.58152)
S (4.46808, 2.92743, -1.85251)
O (4.43216, 2.57507, -0.41691)
O (4.71208, 4.34100, -2.26160)
C (5.52407, 1.85244, -2.64369)
H (4.95741, 0.18885, -4.02229)
H (4.97287, -0.31917, -2.46329)
H (2.79997, 0.18175, -2.16132)
H (2.51617, 0.58049, -3.89787)
H (2.18995, 2.42188, -1.78413)
H (2.65980, 2.96017, -3.37048)
H (6.50943, 1.93359, -2.18479)
H (5.77296, 2.35216, -3.57987)

Results
- HOMO-LUMO gap (spin up / spin down): 7.14 / 2.63 eV
- Spin multiplicity: 2
- Charge: 0
- Lowest unoccupied orbital energy (spin up / spin down): -0.93 / -5.43 eV